## w
{
  "formula": "C3H5FO",
  "method": "ωB97M-V with the def2-TZVPD basis set",
  "e_homo_ha": -0.3986,
  "spin_multiplicity": 1,
  "smiles": "C[C@@H]1O[C@H]1F",
  "homo_lumo_gap_ev": 11.972,
  "elements": ["C", "C", "O", "C", "F", "H", "H", "H", "H", "H"],
  "positions_angstrom": [[1.290, 0.009, -0.031], [-0.139, 0.124, -0.488], [-0.938, 1.152, 0.067], [-1.261, -0.130, 0.414], [-2.418, -0.617, -0.098], [1.365, 0.214, 1.033], [1.909, 0.723, -0.568], [1.658, -0.995, -0.231], [-0.319, -0.043, -1.547], [-1.148, -0.437, 1.449]]
}

---

## x
{
  "formula": "C3H5FO",
  "method": "ωB97M-V with the def2-TZVPD basis set",
  "e_homo_ha": -0.3271,
  "spin_multiplicity": 1,
  "smiles": "CO/C=C\\F",
  "homo_lumo_gap_ev": 9.912,
  "elements": ["C", "O", "C", "C", "F", "H", "H", "H", "H", "H"],
  "positions_angstrom": [[1.573, -0.362, 0.072], [0.238, -0.772, -0.225], [-0.604, 0.273, -0.174], [-1.884, 0.244, -0.034], [-2.527, -0.901, 0.003], [1.645, 0.183, 0.992], [1.998, 0.243, -0.770], [2.186, -1.290, 0.143], [-0.121, 1.250, -0.143], [-2.505, 1.133, 0.138]]
}

---

Stability ranking, top and bottom: w is the most stable and x is the least stable.